# 1
A structure of composition H24O12Xe. Source: the OMol25 dataset; level of theory: ωB97M-V/def2-TZVPD.

The max |F| comes out at 1.06 eV Å⁻¹. The HOMO energy comes out at -10.310 eV.

Structure (ORCA input):
```
! wB97M-V def2-TZVPD RIJCOSX def2/J DEFGRID3
* xyz 0 1
Xe -14.519 -17.951 19.090
O -14.340 -21.206 17.911
O -13.375 -17.726 22.502
O -12.848 -15.176 17.911
O -12.779 -20.842 20.438
O -16.707 -20.288 17.055
O -13.685 -19.753 15.282
O -11.227 -18.560 20.777
O -17.831 -19.553 21.258
O -16.257 -17.198 22.226
O -14.942 -15.421 15.922
O -14.789 -14.497 20.094
O -10.886 -17.122 17.042
H -14.250 -15.404 16.583
H -16.981 -20.821 16.308
H -16.138 -16.852 23.110
H -15.130 -21.019 17.404
H -17.343 -18.820 21.633
H -12.304 -20.048 20.192
H -12.713 -18.073 21.904
H -14.788 -14.324 21.036
H -14.178 -22.139 17.769
H -15.414 -17.596 22.009
H -14.512 -15.130 15.117
H -12.911 -19.384 14.856
H -16.673 -19.395 16.712
H -12.952 -16.977 22.921
H -10.443 -19.104 20.698
H -15.713 -14.613 19.873
H -11.505 -16.602 17.554
H -13.283 -21.072 19.658
H -13.297 -15.001 18.738
H -12.471 -14.333 17.659
H -11.087 -17.845 20.156
H -13.492 -19.699 16.218
H -18.256 -19.186 20.482
H -11.196 -17.044 16.140
*
```

Löwdin atomic charge list, values in e, 4 entries:
1 Xe 0.511
2 O -0.104
3 O -0.070
4 O -0.101

# 2
A cluster of 13 separate species, H25O13 in total. Source: the OMol25 dataset; level of theory: ωB97M-V/def2-TZVPD.

The max |F| comes out at 2.60 eV Å⁻¹. The HOMO energy comes out at -7.245 eV.

Structure (ORCA input):
```
! wB97M-V def2-TZVPD RIJCOSX def2/J DEFGRID3
* xyz -1 1
O 0.057 -1.750 2.231
O 0.291 -2.193 -3.403
O 0.305 -2.671 -0.483
O -2.493 -1.546 0.651
O -2.197 0.079 2.877
O 2.882 -0.687 -0.335
O 1.342 1.617 -2.579
O 1.445 1.987 0.509
O -1.416 -0.115 -2.706
O 2.487 0.737 2.591
O 0.297 -0.016 -0.745
O -1.323 2.204 -0.556
O -0.579 2.327 2.405
H 0.956 1.015 -1.901
H -0.252 -3.078 -1.101
H 2.032 2.557 0.038
H 2.645 -1.316 0.384
H -0.950 2.916 -0.008
H -2.235 -0.122 1.972
H -0.990 0.393 -3.400
H -0.973 1.449 2.467
H -1.890 -1.766 -0.073
H -0.377 -2.751 -3.795
H -0.757 1.392 -0.538
H 1.266 1.254 -0.069
H -0.643 -1.845 1.578
H -0.090 -0.897 2.656
H -3.362 -1.393 0.252
H 0.391 -1.678 -0.660
H -2.867 0.759 3.010
H -0.732 -0.054 -1.972
H 2.034 1.218 1.920
H 1.807 0.744 3.257
H -0.372 -1.685 -2.946
H 1.964 -0.553 -0.594
H 0.049 2.239 1.692
H 2.202 1.261 -2.788
H 0.044 -0.030 0.160
*
```

Löwdin atomic charge list, values in e, 4 entries:
1 O -0.046
2 O -0.052
3 O -0.072
4 O -0.046